No. 1
Entry from OMol25: a gas-phase ion, C3H9N2O (charge -2) (the ωB97M-V functional and the def2-TZVPD basis).

Last column: Mulliken spin population.
Cartesian coordinates (Å):
H (-0.32941, -1.06429, 1.32140)  -0.13
N (0.34216, -0.70188, -0.70201)  -0.15
C (-0.80206, -0.54799, 0.33103)  1.12
H (-0.29989, 2.18802, -0.73474)  -0.19
C (-1.00128, 1.03508, 0.75269)  3.19
H (-1.91016, 1.14690, 1.40549)  -2.06
O (2.26037, -2.14641, -0.25725)  -0.02
N (-1.21074, 1.82131, -0.52189)  -0.01
H (2.42806, -0.10821, -0.95074)  -0.04
H (0.15213, -1.59474, -1.17302)  0.03
H (0.04444, 1.21523, 1.21054)  -0.15
H (-1.45870, 1.25591, -1.29974)  0.03
H (1.74253, -0.44894, 0.75937)  -0.05
C (1.83931, -0.90983, -0.22443)  0.15
H (-1.79677, -1.14017, 0.08330)  -0.72

Computed properties:
**Spin multiplicity**: 2
**E_LUMO (spin up / spin down)**: 0.27012 / 0.26616 Ha
**M**: 89.12 g mol⁻¹
**Total charge**: -2
**Largest force on an atom**: 3.0 eV/A
**Energy**: -304.2196 a.u.

***

No. 2
Entry from OMol25: 5 unconnected molecules or ions with the total composition C35H81FN2O19PS4Si (the ωB97M-V functional and the def2-TZVPD basis).

Last column: Löwdin charge in e.
Cartesian coordinates (Å):
O (0.59168, 3.55217, 2.61823)  -0.26
H (3.60685, -3.39214, -1.42202)  0.07
H (-1.59881, 7.41874, -2.12066)  0.08
C (6.34008, 2.90046, 4.91348)  -0.13
C (-2.08412, -5.84610, -5.95376)  -0.16
H (-2.46370, -2.68833, -3.72266)  0.10
C (-4.31280, -4.20353, -1.58720)  -0.16
H (-5.14417, -4.12204, 0.51186)  0.10
Si (-0.02788, 0.87657, -4.26282)  0.45
C (-3.73702, -7.74252, -3.51824)  0.02
C (-1.53051, -1.00328, -1.57576)  -0.09
C (-2.94044, -5.44248, 0.14248)  -0.32
H (-3.29179, -7.30271, -2.62047)  0.06
C (1.59826, -3.12466, -0.66460)  -0.22
H (-0.77096, 3.05594, 4.04096)  0.12
H (-5.90717, -3.05112, -0.62993)  0.13
C (8.21365, 5.88737, 3.25956)  -0.25
H (2.79436, -1.22394, 10.23289)  0.12
H (-0.12242, 7.40043, -0.07486)  0.09
H (-4.68399, -7.25958, -3.76631)  0.09
C (-1.95094, -3.38366, -1.05933)  -0.21
O (0.16077, 5.60926, 1.33642)  -0.28
H (-1.20860, -0.27737, -0.82646)  0.11
H (3.10359, 3.72990, 1.70727)  0.07
O (-1.86500, -6.73099, -4.82655)  -0.03
H (1.63675, 2.21822, -3.02651)  0.04
O (5.63365, 4.04556, 2.67976)  -0.29
H (5.84126, 1.97094, 4.64861)  0.08
C (2.59068, 4.67868, 1.57622)  -0.12
C (-4.26431, -2.90242, -2.44094)  -0.24
H (-0.80488, 1.34156, 2.17047)  0.07
C (-3.51240, -2.99153, -3.77621)  -0.11
O (-1.48161, -1.24485, 1.59106)  -0.11
H (7.02585, -0.01545, 10.37099)  0.08
H (1.24912, -2.09109, -0.64326)  0.09
H (-2.58262, -5.18449, -1.77485)  0.16
N (-2.94393, -4.55387, -1.05283)  0.10
H (-0.66531, 2.51562, -5.97556)  0.03
C (-2.82671, -7.71166, -4.73285)  -0.54
H (2.98470, 5.19886, 0.70560)  0.08
H (5.65843, 3.54611, 5.46093)  0.08
H (-8.51843, -4.66875, -1.63583)  0.08
H (-2.41167, 1.99604, 2.54163)  0.08
H (1.65266, 0.46655, -2.51941)  0.03
S (0.62567, 10.24771, -1.92428)  0.57
H (-1.53883, -3.38314, -2.06851)  0.15
S (0.88321, 4.37382, 1.28520)  0.58
H (-0.71059, -1.28893, 1.00383)  0.07
H (8.93800, 5.30055, 2.69234)  0.12
H (-0.57735, 9.06296, 0.26035)  0.12
C (-1.42044, 2.24103, 2.16137)  -0.08
O (0.60604, 8.73335, -1.43162)  -0.27
O (-4.00020, -2.07933, 1.57647)  -0.09
H (0.76254, 0.58757, -6.61271)  0.02
H (2.43779, 11.22288, -3.02092)  0.08
H (-3.39687, -5.19842, -3.81157)  0.06
C (-1.94578, -0.21107, -2.81952)  -0.20
H (-2.17196, -7.46446, 0.26386)  0.10
H (2.38714, -4.31422, -2.29318)  0.07
C (6.92280, 0.20626, 9.31229)  -0.12
C (-0.78429, 3.33785, 2.98923)  -0.25
H (6.59577, 7.27182, 2.91498)  0.08
H (-4.49980, -4.46506, -5.03751)  0.14
H (-7.45140, -5.42372, -2.76597)  0.07
H (7.06302, -0.68781, 8.71008)  0.08
H (-0.62475, -1.55256, -1.82979)  0.11
O (5.14006, 1.06417, 7.61627)  -0.29
H (-2.49257, 7.65230, -0.60313)  0.08
C (2.30440, -0.30344, 8.35784)  -0.08
H (8.77455, 6.51527, 3.94954)  0.12
H (-7.18183, -5.13942, 0.10380)  0.11
H (2.69102, 5.29882, 2.46257)  0.08
H (-7.26912, -3.67962, -2.35279)  0.07
C (-1.01845, 2.32028, -4.96111)  -0.15
O (-3.32909, 0.06266, 0.56407)  -0.22
C (-5.42723, -4.02268, -0.53430)  -0.14
C (7.36948, 6.75485, 2.34671)  -0.07
P (-2.86274, -1.29361, 0.76598)  0.51
C (1.13347, 0.27202, -5.63676)  -0.16
O (7.87350, 2.97179, 2.80009)  -0.27
H (-5.31195, -2.72288, -2.67048)  0.15
H (-3.65916, -2.53550, 2.36267)  0.09
H (-6.07333, -6.02937, -0.96604)  0.09
H (-2.91138, -0.45576, -3.25240)  0.11
H (7.23319, 2.69458, 5.49641)  0.08
H (-1.34884, 4.26854, 2.91169)  0.12
C (2.26394, 10.24696, -2.57281)  -0.12
F (-3.02577, -4.77573, 1.31893)  0.06
C (0.39558, -4.10158, -0.72666)  -0.20
H (-1.90727, 0.86098, -2.60102)  0.11
H (-2.09625, 2.16495, -5.00933)  0.03
H (-2.58834, -3.76974, -6.33435)  0.13
H (-1.47543, -4.03919, -5.03230)  0.12
H (-1.12890, -5.80931, -6.48066)  0.13
C (-2.39187, -4.42989, -5.48645)  -0.16
H (-0.76036, 3.21639, -4.39022)  0.04
H (1.23353, -0.35210, 8.55804)  0.08
C (-3.56312, -4.35773, -4.48751)  -0.16
C (-0.45109, 8.32827, -0.53661)  -0.25
H (2.96308, 10.07459, -1.75898)  0.07
C (-1.75377, 8.09001, -1.27524)  -0.07
S (6.81140, 3.70224, 3.41939)  0.57
H (-3.95687, -8.78655, -3.30877)  0.10
C (-1.78100, -6.45447, 0.15774)  0.02
H (2.16850, 0.57137, -5.47602)  0.03
H (-1.17971, -6.41889, -0.75152)  0.08
H (2.87370, 0.52946, 10.27517)  0.12
C (2.60070, -3.34739, -1.83002)  -0.08
C (3.08329, -0.34571, 9.65808)  -0.25
H (2.11857, -3.27833, 0.28320)  0.10
H (-2.16150, 9.02085, -1.66972)  0.07
H (2.50627, 0.61509, 7.80703)  0.07
C (-7.48166, -4.67766, -1.97142)  -0.08
H (2.58504, -1.13823, 7.71465)  0.08
S (5.30636, 0.84111, 9.02051)  0.57
H (-3.96367, -2.26099, -4.45314)  0.14
H (6.87024, 6.15602, 1.58493)  0.07
N (-0.82809, -3.48398, -0.21186)  0.00
O (5.02510, 1.87687, 9.96303)  -0.27
O (0.56912, 11.10595, -0.78208)  -0.27
C (-6.55968, -5.06552, -0.78637)  -0.22
H (-2.80380, -6.24565, -6.66836)  0.13
H (-3.83919, -6.05812, 0.05849)  0.16
O (-0.95808, -0.47365, -3.84713)  -0.25
H (2.48819, -2.57537, -2.58831)  0.07
O (0.75096, 3.49653, 0.16013)  -0.29
O (-3.87573, -1.84624, -1.58128)  -0.05
O (-2.94023, -8.53433, -5.56137)  0.17
H (7.63361, 0.97469, 9.01573)  0.08
O (-0.29944, 10.39909, -3.00267)  -0.27
H (-1.52705, 2.54999, 1.12184)  0.07
H (-1.16992, -6.26040, 1.03787)  0.10
H (7.99439, 7.49317, 1.84374)  0.08
O (7.40779, 5.02127, 4.08149)  -0.26
O (4.50005, -0.46884, 9.43602)  -0.26
H (2.34187, 9.46820, -3.32708)  0.07
H (-0.99644, -3.57904, 0.77860)  0.12
H (0.67844, -4.97529, -0.13046)  0.11
C (1.04640, 1.33555, -2.78421)  -0.14
H (0.39773, 1.56428, -1.93089)  0.02
H (-4.63036, -5.02729, -2.22437)  0.13
H (0.28728, -4.47504, -1.74807)  0.12
H (1.09579, -0.82365, -5.66477)  0.02
C (-2.61798, -1.95720, -0.97924)  -0.35

Computed properties:
**E_LUMO**: -0.08799 Ha
**M**: 1040.35 g mol⁻¹
**Total charge**: +1
**Largest force on an atom**: 2.2 eV/A
**Energy**: -5244.5393 a.u.